# 1
DFT (ωB97M-V/def2-TZVPD) results for 3 unconnected molecules or ions with the total composition C4H12O3 at a distorted geometry.

Positions of all 19 atoms, in Å:
O1 1.3397 -1.6898 -1.7026
C1 0.4806 -0.9337 -1.4534
C2 -0.2872 -0.8319 -0.1278
C3 0.4946 -1.3464 1.0804
C4 0.1023 -0.6759 2.4157
H1 0.0528 -0.1980 -2.1807
H2 -0.5967 0.1977 -0.0059
H3 -1.1615 -1.4651 -0.2805
H4 0.2226 -2.4001 1.2270
H5 1.5718 -1.3108 1.0147
H6 0.1886 -1.4497 3.1647
H7 -0.9368 -0.3374 2.4232
H8 0.7407 0.1632 2.6690
H9 -3.2320 2.1302 -3.4156
H10 -3.9409 1.3537 -4.4999
O2 -3.3782 1.2288 -3.7227
H11 2.6181 2.8295 0.4331
H12 3.2595 2.4559 1.7472
O3 2.4619 2.2799 1.2140

Forces on atoms 1 to 2 (eV/Å):
0.4 -0.1 -0.3
-0.8 0.3 0.2

Output
- LUMO level (alpha / beta) (eV) = -5.479 / -9.527
- spin multiplicity = 2
- net charge = +1
- frontier orbital gap (alpha / beta) (eV) = 8.876 / 4.827

# 2
DFT (ωB97M-V/def2-TZVPD) results for 2 unconnected molecules or ions with the total composition C4H12O3 at a distorted geometry.

Positions of all 19 atoms, in Å:
C1 -0.0192 -0.1335 -1.8852
O1 0.3234 1.1719 -1.8448
C2 -1.3894 -0.5085 -1.2530
C3 -1.8201 0.0929 0.1498
C4 -0.8025 -0.4635 1.2487
O2 0.4988 0.2519 0.9764
H1 -0.1929 -0.3217 -2.9706
H2 0.7742 -0.8100 -1.5196
H3 -0.3751 1.6831 -1.2675
H4 -1.6452 -1.6659 -1.3825
H5 -2.0543 0.0685 -1.8020
H6 -2.8064 -0.3812 0.1977
H7 -1.9238 1.1549 0.1512
H8 -0.6254 -1.4934 1.5058
H9 -1.2001 0.0358 2.0509
H10 0.8868 0.5692 0.1026
H11 4.7344 0.8324 2.4851
H12 3.3118 0.0326 2.4365
O3 4.3251 -0.1156 2.6206

Forces on atoms 1 to 2 (eV/Å):
-2.4 -1.7 0.6
-1.3 2.6 2.5

Output
- LUMO level (alpha / beta) (eV) = -3.403 / -10.178
- spin multiplicity = 2
- net charge = +1
- frontier orbital gap (alpha / beta) (eV) = 10.343 / 3.568

# 3
DFT (ωB97M-V/def2-TZVPD) results for a molecular structure, C4H12O4 at a distorted geometry.

Positions of all 20 atoms, in Å:
C1 0.6994 1.4299 1.2845
C2 0.7672 0.2113 2.1069
O1 2.0645 0.7498 0.3007
O2 2.9986 1.4533 -0.5284
O3 -0.3946 1.6939 0.5592
H1 2.6653 1.2931 -1.4232
H2 -0.8009 0.8558 0.2313
H3 1.1356 2.3439 1.6814
H4 -0.0747 -0.4567 1.9471
H5 1.7070 -0.2551 1.5772
H6 1.0156 0.4142 3.1439
C3 -2.4593 -1.1292 -0.9291
C4 -0.1416 -0.9935 -1.4212
O4 -1.1839 -0.6904 -0.5004
H7 -0.0665 -2.0755 -1.5704
H8 0.7821 -0.6168 -0.9843
H9 -0.3257 -0.5073 -2.3863
H10 -2.7437 -0.6554 -1.8758
H11 -3.1723 -0.8482 -0.1559
H12 -2.4719 -2.2171 -1.0572

Forces on atoms 1 to 2 (eV/Å):
1.0 0.1 -1.1
1.5 -1.1 -0.9

Output
- LUMO level (eV) = 0.782
- spin multiplicity = 1
- net charge = 0
- frontier orbital gap (eV) = 9.837

# 4
DFT (ωB97M-V/def2-TZVPD) results for 4 unconnected molecules or ions with the total composition C4H12O4 at a distorted geometry.

Positions of all 20 atoms, in Å:
C1 -0.4697 0.3011 3.3077
C2 -1.3623 -0.6705 2.9001
C3 -1.3796 -1.2199 1.5923
C4 -0.4776 -0.7587 0.6266
O1 -0.4321 -1.3152 -0.6658
H1 -0.5749 0.7703 4.3150
H2 -0.1779 1.1443 2.6954
H3 -2.0118 -1.3458 3.4295
H4 -2.1607 -1.9485 1.2411
H5 0.4322 -0.2071 0.8835
H6 0.4921 -1.3238 -1.0401
O2 -1.1408 1.7042 -1.3955
H7 -0.7930 0.7939 -1.1604
H8 -2.0937 1.6505 -1.3400
O3 2.1511 -0.9561 -1.8960
H9 2.7902 -1.3468 -2.5152
H10 2.0865 0.0028 -1.8231
O4 1.9154 1.9859 -2.2705
H11 1.3883 2.1345 -3.0220
H12 2.8101 2.4129 -2.4007

Forces on atoms 1 to 2 (eV/Å):
-3.2 0.7 1.5
1.9 0.5 0.3

Output
- LUMO level (eV) = 0.378
- spin multiplicity = 1
- net charge = 0
- frontier orbital gap (eV) = 8.253
- SMILES string = C=C/C=C/O.O.O.O

# 5
DFT (ωB97M-V/def2-TZVPD) results for a molecular structure, C4H12O4Sn at a distorted geometry.

Positions of all 21 atoms, in Å:
Sn1 -2.3603 -1.7284 20.3782
C1 -2.6490 -3.7315 18.0703
C2 -1.1256 -3.7389 18.2809
O1 -0.6634 -3.5548 19.5943
O2 -3.2217 -2.4448 18.2751
H1 -3.2626 -4.5479 18.4511
H2 -2.8135 -3.8148 16.9960
H3 -0.6400 -2.9995 17.6441
H4 -0.6149 -4.6956 18.1714
H5 0.0895 -4.0635 19.9042
H6 -3.9935 -2.4080 17.7053
C3 -2.3224 0.9124 21.7632
C4 -1.9747 2.2372 21.0117
O3 -2.9301 3.2604 21.3031
O4 -1.3939 -0.1747 21.5103
H7 -3.2873 0.5859 21.3753
H8 -2.4711 1.0168 22.8379
H9 -1.9650 2.1113 19.9290
H10 -1.0061 2.6727 21.2572
H11 -2.6247 3.7408 22.0762
H12 -0.5190 0.1774 21.3310

Forces on atoms 1 to 2 (eV/Å):
-0.3 -1.4 -0.1
0.8 -1.2 -1.9

Output
- LUMO level (eV) = -9.840
- spin multiplicity = 1
- net charge = +2
- frontier orbital gap (eV) = 7.498

# 6
DFT (ωB97M-V/def2-TZVPD) results for 2 unconnected molecules or ions with the total composition C4H12O5 at a distorted geometry.

Positions of all 21 atoms, in Å:
C1 -2.8151 1.2734 0.1547
C2 -1.4800 0.6145 -0.0962
O1 -1.5914 -0.6206 -0.5773
O2 -0.7012 0.5498 1.3303
O3 -0.0399 1.7909 1.5455
H1 -3.4237 0.6280 0.7836
H2 -3.3178 1.4188 -0.8016
H3 -2.6714 2.2377 0.6364
H4 -0.7727 1.2554 -0.6445
H5 -0.6552 -1.0791 -0.7201
H6 0.1529 1.7447 2.4918
C3 1.5053 -1.0044 -2.0304
O4 0.8762 -1.6364 -0.9451
O5 0.9380 -0.7094 0.3620
C4 2.0339 -0.9409 1.2000
H7 1.0409 -0.0328 -2.2384
H8 1.3671 -1.6670 -2.8927
H9 2.5761 -0.8600 -1.8614
H10 1.6721 -1.2534 2.1848
H11 2.7138 -1.7007 0.7958
H12 2.5921 -0.0085 1.3228

Forces on atoms 1 to 2 (eV/Å):
0.3 -0.2 -0.2
1.5 1.5 1.9

Output
- LUMO level (eV) = 0.381
- spin multiplicity = 1
- net charge = 0
- frontier orbital gap (eV) = 9.005
- SMILES string = C[C@H](O)OO.COOC

# 7
DFT (ωB97M-V/def2-TZVPD) results for 2 unconnected molecules or ions with the total composition C4H12OS at a distorted geometry.

Positions of all 18 atoms, in Å:
C1 -2.2502 -0.1356 -0.9326
C2 -0.6302 -0.1673 -0.7737
C3 -0.1116 1.2006 -0.3751
C4 1.3631 1.0104 -0.2487
S1 2.0554 2.3804 0.6350
H1 -2.6338 -0.3391 0.0654
H2 -2.4133 0.8456 -1.1533
H3 -2.4963 -0.7924 -1.6890
H4 -0.1530 -0.4712 -1.7469
H5 -0.3737 -0.9401 0.0239
H6 -0.6411 1.3684 0.4953
H7 -0.3504 1.9234 -1.2333
H8 1.9154 0.9961 -1.1991
H9 1.4678 0.0184 0.2753
H10 0.8615 2.9990 0.5022
O1 1.0691 -3.4155 2.3057
H11 1.3730 -2.9598 3.1501
H12 1.9484 -3.5214 1.8987

Forces on atoms 1 to 2 (eV/Å):
4.0 -0.9 2.5
-1.7 -1.5 -0.7

Output
- LUMO level (eV) = 0.661
- spin multiplicity = 1
- net charge = 0
- frontier orbital gap (eV) = 9.529
- SMILES string = CCCCS.O

# 8
DFT (ωB97M-V/def2-TZVPD) results for 2 unconnected molecules or ions with the total composition C4H12OS at a distorted geometry.

Positions of all 18 atoms, in Å:
C1 -0.8215 1.6474 -1.0581
C2 -1.4237 0.8831 0.1575
C3 -0.9600 -0.5962 0.3079
S1 0.5119 -0.9225 1.3617
C4 0.5030 -2.7322 1.4895
H1 -1.2358 1.1047 -1.9244
H2 0.2795 1.6103 -1.1135
H3 -1.1415 2.7013 -1.1173
H4 -1.2441 1.4487 1.0920
H5 -2.5187 0.7830 0.0297
H6 -1.8350 -1.0867 0.7762
H7 -0.8649 -0.9899 -0.7223
H8 -0.3959 -2.9936 2.0728
H9 1.3911 -3.1099 2.0235
H10 0.4434 -3.2323 0.5082
O1 2.9762 1.4916 -1.4714
H11 2.5468 1.9855 -0.7366
H12 3.7888 2.0076 -1.6755

Forces on atoms 1 to 2 (eV/Å):
-0.5 -0.8 0.1
0.6 0.3 0.4

Output
- LUMO level (eV) = 0.814
- spin multiplicity = 1
- net charge = 0
- frontier orbital gap (eV) = 9.183
- SMILES string = CCCSC.O

Energy above the lowest of the compared OMol25 structures with the same formula, charge and spin / kJ/mol: 131.6; 398.5; 526.9; 282.5; 104.3; 772.1; 136.4; 58.2